[1]
A structure of composition C23H14N6O8Tm in a non-equilibrium geometry, computed with ωB97M-V/def2-TZVPD.

Output
Multiplicity: 3
E_HOMO (spin up / spin down): -12.62 / -12.62 eV
LUMO energy (spin up / spin down): -4.078 / -4.076 eV
Calculated total energy: -78925.775 eV
Total charge: +1

Each line ends with the Löwdin spin population.
Cartesian coordinates (Å):
Tm -0.215114 -0.011440 -0.008258  2.014
O -1.824929 1.344781 3.528851  0.000
C -1.559656 0.689966 2.553874  0.000
O -1.185255 1.153248 1.382302  -0.003
C -1.599573 -0.833169 2.634779  0.000
C -2.242466 -1.461198 3.688868  0.000
C -2.265092 -2.846438 3.718566  0.000
C -1.635454 -3.558924 2.709569  0.000
C -1.002960 -2.856493 1.696478  0.000
N -0.982388 -1.521517 1.661373  -0.003
H -2.712890 -0.854571 4.448542  0.000
H -2.773245 -3.366837 4.517460  0.000
H -1.635168 -4.636986 2.693199  0.000
H -0.506840 -3.370258 0.880134  0.000
O -3.371520 2.818853 -5.408099  0.000
C -2.938267 1.719073 -4.746594  0.000
O -3.255530 0.632335 -5.113481  0.000
C -2.107958 1.962210 -3.530459  0.000
C -1.764744 3.179974 -2.963575  0.000
N -1.057027 2.925978 -1.854381  0.000
N -0.917935 1.606881 -1.652269  -0.002
C -1.547562 1.004162 -2.657619  0.000
C -1.508070 -0.512690 -2.646889  0.000
O -1.537493 -1.167556 -3.648910  0.000
O -1.333981 -0.968805 -1.416452  -0.003
H -3.101164 3.637113 -4.978392  0.000
H -1.978871 4.197010 -3.242674  0.000
H -0.692104 3.583064 -1.179896  0.000
O 6.938378 -0.798206 -2.289941  0.000
N 6.855477 -0.103729 -1.304113  0.000
O 7.753156 0.512388 -0.793136  0.000
C 5.535075 -0.029266 -0.647775  0.000
C 5.545694 0.048820 0.696220  0.000
C 4.308000 0.055195 1.418956  0.000
C 4.262243 0.104905 2.823857  0.000
C 3.046004 0.099633 3.456162  0.000
C 1.884765 0.035808 2.672662  0.000
N 1.899469 -0.011802 1.350397  -0.002
C 3.098719 0.004843 0.717690  0.000
C 3.109163 -0.032029 -0.732086  0.000
N 1.904337 -0.028417 -1.358043  -0.002
C 1.878992 -0.077008 -2.679881  0.000
C 3.040420 -0.104957 -3.460991  0.000
C 4.263320 -0.092107 -2.843099  0.000
C 4.325038 -0.065630 -1.433990  0.000
H 6.487613 0.096207 1.226177  0.000
H 5.182620 0.147704 3.389919  0.000
H 2.961126 0.142579 4.531247  0.000
H 0.913690 0.030093 3.153863  0.000
H 0.907457 -0.102036 -3.160188  0.000
H 2.954775 -0.139976 -4.535855  0.000
H 5.168826 -0.114178 -3.427300  0.000

Forces on atoms 1 to 6 (eV/Å):
1.404 0.038 0.064
-0.038 -0.033 -0.036
0.035 0.170 -0.023
-0.346 0.336 0.900
-0.175 -0.106 0.278
0.067 0.058 -0.117

[2]
A structure of composition C23H15AsCl2F6N6O4Re in a non-equilibrium geometry, computed with ωB97M-V/def2-TZVPD.

Output
Multiplicity: 1
E_HOMO (spin up / spin down): -11.21 / -11.21 eV
LUMO energy (spin up / spin down): -4.808 / -5.333 eV
Calculated total energy: -145542.221 eV
Total charge: +1

Each line ends with the Löwdin charge.
Cartesian coordinates (Å):
Re 0.089120 0.291660 -0.037440  1.754
Cl 3.026492 5.437629 3.472243  0.739
C 1.963925 4.197536 2.947080  -0.656
C 2.243041 3.527385 1.782090  -0.011
C 1.360604 2.519812 1.363295  -0.176
N 1.420675 1.757923 0.225691  -0.032
C 2.626470 1.730660 -0.524644  -0.376
O 3.240380 2.690650 -0.886091  0.173
C 3.056899 0.313874 -0.712326  -0.188
C 4.312881 0.016008 -1.194612  0.037
C 4.693272 -1.318702 -1.252323  -0.006
C 3.798304 -2.278799 -0.820057  -0.010
C 2.549088 -1.887564 -0.362122  -0.104
N 2.175065 -0.614370 -0.300233  0.001
C 0.249004 2.181707 2.148754  -0.174
C -0.050377 2.890158 3.317012  -0.012
C 0.806211 3.889303 3.709968  -0.659
Cl 0.466492 4.767109 5.144156  0.735
N -0.468588 1.135650 1.611428  -0.043
C -1.892112 1.149224 1.844518  -0.375
O -2.415775 1.058576 2.915553  0.161
C -2.525849 1.360217 0.524194  -0.200
C -3.803574 1.766624 0.371566  0.029
C -4.273617 2.030067 -0.960314  -0.035
C -3.552425 1.574409 -1.995703  0.018
C -2.353322 0.737367 -1.725318  -0.234
N -1.655222 1.121330 -0.549206  -0.093
H 3.101136 3.800609 1.187605  0.115
H 4.960483 0.823056 -1.505791  0.137
H 5.670176 -1.599557 -1.620609  0.127
H 4.044007 -3.330323 -0.846151  0.123
H 1.833171 -2.623057 -0.036181  0.109
H -0.918463 2.644342 3.910927  0.118
H -4.417648 1.938428 1.243837  0.131
H -5.181546 2.597299 -1.108154  0.120
H -3.832800 1.750209 -3.023715  0.125
H -1.693332 0.649299 -2.575189  0.116
C -0.732295 -3.988187 2.170946  0.038
N -1.292280 -3.204433 1.064852  -0.005
C -2.377241 -3.629164 0.331713  0.023
C -2.955489 -2.876703 -0.635100  0.091
C -2.394168 -1.584808 -0.882554  -0.303
O -2.966093 -0.702403 -1.613639  0.100
N -1.262566 -1.309519 -0.257492  0.066
C -0.754028 -2.018432 0.730129  -0.478
O 0.206055 -1.389112 1.261219  -0.063
H -1.538120 -4.512199 2.676733  0.105
H -0.249377 -3.306263 2.865707  0.105
H -0.003025 -4.703148 1.793655  0.109
H -2.755900 -4.602399 0.609522  0.149
H -3.830576 -3.208661 -1.169717  0.138
F 0.401889 0.119062 -2.139389  -0.392
As 0.632079 -1.166883 -3.636973  0.824
F 0.604173 -2.377510 -2.384839  -0.234
F -1.092582 -1.268154 -3.636045  -0.208
F 0.843839 -2.270087 -4.894276  -0.172
F 0.557488 0.236838 -4.596039  -0.188
F 2.305966 -0.933568 -3.342178  -0.190

Forces on atoms 1 to 6 (eV/Å):
1.763 -0.079 -0.204
-0.004 -0.034 -0.049
0.064 -0.019 -0.069
-0.040 0.019 -0.021
0.124 0.123 -0.095
0.043 -0.139 0.163

[3]
A structure of composition C23H15AsN4O10RuS in a non-equilibrium geometry, computed with ωB97M-V/def2-TZVPD.

Output
Multiplicity: 2
E_HOMO (spin up / spin down): -6.19 / -6.54 eV
LUMO energy (spin up / spin down): 1.319 / 1.514 eV
Calculated total energy: -124788.518 eV
Total charge: -1

Each line ends with the Löwdin spin population.
Cartesian coordinates (Å):
Ru 0.286451 -0.315008 -0.101958  0.836
O -1.161367 3.558377 -1.287717  0.006
C -0.824800 2.495183 -0.790592  0.005
O -0.447236 1.424310 -1.379139  0.100
C -0.912426 2.341679 0.726516  0.001
C -0.907315 3.376810 1.641442  -0.001
C -1.002872 3.058373 2.990646  0.002
C -1.095786 1.726052 3.376288  -0.001
C -1.070572 0.760046 2.389568  0.001
N -1.004631 1.078896 1.107770  -0.007
C -1.118802 -0.747469 2.627749  0.001
O -1.536566 -1.149332 3.704988  -0.001
O -0.738969 -1.432901 1.618542  0.000
H -0.825965 4.393861 1.286060  0.000
H -1.012106 3.840715 3.739087  0.000
H -1.180441 1.414061 4.407459  0.000
O 4.088289 0.922372 2.414299  -0.001
As 3.297690 0.868315 0.770183  0.000
O 3.536038 2.334678 0.128697  0.001
O 1.735422 0.481883 1.268283  -0.002
C 4.502618 -0.538225 0.133004  0.001
C 5.797486 -0.548127 0.637717  0.000
C 6.706577 -1.493240 0.187340  0.001
C 6.338363 -2.435930 -0.765087  0.000
C 5.051949 -2.430451 -1.276348  0.001
C 4.152520 -1.478667 -0.826517  0.000
S 2.518508 -1.385006 -1.501030  0.004
O 2.549715 -1.864207 -2.862012  0.007
O 1.619076 -2.170136 -0.634308  0.009
O 2.176011 0.050536 -1.383324  0.045
H 3.512037 1.482042 2.946970  0.000
H 6.076232 0.191877 1.374551  0.000
H 7.714445 -1.495035 0.582710  0.000
H 7.054544 -3.163794 -1.122807  0.000
H 4.733609 -3.135304 -2.033601  0.000
N -0.289025 -4.641802 -9.725620  0.000
C -0.405538 -4.303363 -8.632900  0.000
C -0.563310 -3.899629 -7.271981  0.000
C -1.654286 -4.360037 -6.533901  0.000
C -1.815243 -3.970197 -5.220474  0.000
C -0.880310 -3.131393 -4.618161  0.000
C 0.223048 -2.688677 -5.344020  0.000
C 0.371450 -3.060515 -6.664385  0.000
N -1.059952 -2.703737 -3.290496  0.000
C -1.798552 -3.336067 -2.301472  0.000
C -1.761785 -2.521186 -1.218435  0.000
N -1.055985 -1.387648 -1.542541  -0.005
C -0.636080 -1.526544 -2.771391  0.000
H -2.375725 -5.015041 -7.002414  0.000
H -2.682363 -4.304544 -4.668949  0.000
H 0.976483 -2.080746 -4.858171  0.000
H 1.218624 -2.708843 -7.236897  0.000
H -2.227458 -4.312257 -2.430445  0.000
H -2.187471 -2.648247 -0.237496  0.000
H -0.052381 -0.793587 -3.303580  0.000

Forces on atoms 1 to 6 (eV/Å):
-2.478 0.151 3.118
0.071 -0.079 -0.061
0.072 0.152 0.245
0.571 -0.507 -0.210
-0.031 0.196 -0.598
-0.226 0.020 0.130

[4]
A structure of composition C23H15Br2Cl3N3ORe in a non-equilibrium geometry, computed with ωB97M-V/def2-TZVPD.

Output
Multiplicity: 4
E_HOMO (spin up / spin down): -15.97 / -15.97 eV
LUMO energy (spin up / spin down): -10.621 / -12.088 eV
Calculated total energy: -210366.463 eV
Total charge: +3

Each line ends with the Löwdin spin population.
Cartesian coordinates (Å):
Re 0.015428 0.250763 0.369586  1.705
Br -6.916229 -2.180063 2.181667  -0.004
C -5.112964 -1.952528 1.807011  -0.007
C -4.709783 -0.950290 0.934725  0.001
C -3.366224 -0.780041 0.652897  -0.005
C -2.432281 -1.625846 1.230198  0.000
C -2.833824 -2.613105 2.125543  -0.004
C -4.173929 -2.780644 2.410172  0.001
N -1.033218 -1.477067 0.918376  -0.008
C -0.272737 -2.519313 0.904003  0.063
C 1.178889 -2.364984 0.795633  0.011
C 2.048983 -3.419562 0.860303  0.013
C 3.424777 -3.159109 0.818693  0.025
C 3.859392 -1.851528 0.716470  0.003
C 2.921991 -0.835028 0.647073  0.024
N 1.604112 -1.078486 0.682900  0.011
H -5.450228 -0.311585 0.472872  0.000
H -3.067722 -0.012038 -0.047435  0.000
H -2.109650 -3.228672 2.650650  0.000
H -4.490530 -3.542121 3.110923  0.000
H -0.699929 -3.513794 0.999710  0.002
H 1.668223 -4.431101 0.945642  0.000
H 4.137598 -3.973258 0.871738  0.001
H 4.912276 -1.606451 0.689825  0.000
H 3.232782 0.198242 0.574129  0.000
Cl -0.393667 5.673707 -4.241370  0.164
C -0.718688 4.421866 -3.196586  0.190
C 0.382377 3.813184 -2.504855  0.090
C 0.088003 2.795143 -1.675047  0.064
Cl 1.326662 1.925918 -0.756163  0.042
C -1.231744 2.305190 -1.453984  0.164
O -1.444624 1.322105 -0.659125  0.237
C -2.314164 2.967052 -2.145972  0.091
Cl -3.884717 2.417644 -1.871074  0.046
C -2.047250 3.994182 -3.005057  -0.010
H 1.391883 4.177820 -2.655597  0.002
H -2.854440 4.480902 -3.540042  -0.002
Br 0.827120 -0.753140 3.693352  0.014
C 0.232747 0.987217 3.366497  0.022
C 0.176493 1.844294 4.444475  -0.003
C -0.310247 3.126567 4.270148  0.026
C -0.737098 3.521588 3.007192  -0.001
C -0.634739 2.635014 1.973161  0.019
N -0.143036 1.371730 2.125508  0.012
H 0.505480 1.490941 5.410818  0.000
H -0.362564 3.807041 5.110805  0.001
H -1.144508 4.506608 2.827012  0.000
H -0.956482 2.915559 0.986736  0.002

Forces on atoms 1 to 6 (eV/Å):
-0.221 -0.378 1.152
-0.257 -0.025 0.058
0.013 -0.016 -0.018
0.095 0.087 -0.070
-0.117 0.179 -0.196
0.302 0.050 0.057